Formula: C27H18BrMoN4O4S2
Source: the OMol25 dataset
Level of theory: wB97M-V/def2-TZVPD

Each line ends with the Löwdin charge.
Geometry (Å):
1 Mo 0.2057 2.2375 -0.2744  1.22
2 O 1.9947 1.8438 -1.0785  -0.33
3 N 2.7445 2.8476 -1.5893  -0.17
4 C 4.0524 2.5742 -1.7896  0.01
5 C 4.8713 3.5293 -2.3162  -0.02
6 C 4.3281 4.7777 -2.6404  -0.02
7 C 2.9950 5.0241 -2.4244  -0.05
8 C 2.1698 4.0330 -1.8786  -0.62
9 S 0.4832 4.2432 -1.5829  0.69
10 H 4.3524 1.5782 -1.5030  0.15
11 H 5.9162 3.3065 -2.4688  0.12
12 H 4.9582 5.5508 -3.0577  0.13
13 H 2.5490 5.9789 -2.6609  0.12
14 Br 0.9480 -3.2049 -5.7434  0.76
15 C -0.3302 -3.4722 -4.3792  -0.69
16 C -0.2303 -4.5825 -3.5543  -0.11
17 C -1.1781 -4.7703 -2.5631  -0.02
18 C -2.1814 -3.8279 -2.3618  -0.27
19 C -2.2958 -2.7373 -3.2183  -0.02
20 C -1.3697 -2.5659 -4.2345  -0.11
21 N -3.0947 -4.1367 -1.3037  0.09
22 N -3.5224 -3.2867 -0.5176  0.10
23 C -3.0319 -1.9357 -0.5256  -0.23
24 C -3.9137 -0.9148 -0.7569  0.00
25 C -3.5036 0.4331 -0.7458  0.04
26 C -2.2053 0.7419 -0.4452  -0.32
27 O -1.7121 2.0062 -0.4250  -0.29
28 C -1.2979 -0.2988 -0.1501  -0.16
29 N -0.0195 0.0928 0.1385  -0.03
30 C 0.8876 -0.8225 0.4203  -0.08
31 C 0.5728 -2.1855 0.4743  -0.01
32 C -0.7039 -2.5962 0.1915  0.04
33 C -1.6872 -1.6478 -0.1643  -0.08
34 H 0.5633 -5.3014 -3.7009  0.11
35 H -1.1508 -5.6476 -1.9294  0.12
36 H -3.1111 -2.0344 -3.1229  0.12
37 H -1.4584 -1.7317 -4.9166  0.11
38 H -4.9447 -1.1546 -0.9819  0.13
39 H -4.2074 1.2248 -0.9637  0.13
40 H 1.8869 -0.4655 0.6354  0.12
41 H 1.3414 -2.8952 0.7428  0.12
42 H -0.9623 -3.6446 0.2490  0.13
43 O 0.0143 -0.3812 7.3954  0.13
44 C -0.5128 -0.5997 6.1766  -0.48
45 O -1.2027 -1.5543 5.9682  0.14
46 C -0.1840 0.3959 5.1004  -0.13
47 C -1.0931 0.5256 4.0559  0.01
48 C -0.8411 1.3944 3.0101  -0.10
49 C 0.3477 2.1159 2.9831  -0.61
50 S 0.7678 3.2394 1.6628  0.66
51 C 1.2566 2.0011 4.0299  -0.10
52 C 0.9861 1.1464 5.0871  -0.01
53 H 0.4364 0.4838 7.4451  0.10
54 H -2.0020 -0.0606 4.0795  0.13
55 H -1.5855 1.5209 2.2353  0.10
56 H 2.1806 2.5642 4.0134  0.11
57 H 1.7237 1.0453 5.8745  0.12

* orbital gap (spin up / spin down): 6.66 / 6.58 eV
* spin multiplicity: 3
* HOMO level (spin up / spin down): -10.8 / -10.9 eV
* net charge: +1
* E: -4998.071614 Eh
* ⟨S²⟩: 2.022